{
  "formula": "C5H6ClNO",
  "method": "the ωB97M-V functional and the def2-TZVPD basis",
  "homo_lumo_gap_ev": 10.55,
  "max_force_ev_per_a": 1.21,
  "smiles": "C=C(Cl)[C@@H]1CN1C=O",
  "e_lumo_ha": 0.0241,
  "total_energy_ha": -784.2404,
  "elements": ["C", "C", "Cl", "C", "C", "N", "C", "O", "H", "H", "H", "H", "H", "H"],
  "positions_angstrom": [[0.33, -2.03, 0.45], [-0.44, -0.98, 0.70], [-1.23, -0.87, 2.22], [-0.85, 0.03, -0.28], [-0.02, 0.42, -1.47], [-0.21, 1.34, -0.37], [0.69, 1.87, 0.55], [1.58, 2.63, 0.28], [0.63, -2.67, 1.25], [0.69, -2.16, -0.57], [-1.93, 0.08, -0.42], [-0.64, 0.54, -2.39], [1.00, 0.11, -1.55], [0.41, 1.66, 1.60]],
  "mulliken_charge": [-0.792, 0.298, -0.172, -0.219, -0.412, -0.115, 0.167, -0.496, 0.295, 0.278, 0.335, 0.211, 0.350, 0.272]
}